Entry 1:
The following is a DFT calculation (ωB97M-V/def2-TZVPD) of a cluster of 2 separate species, C17H19FN4O6 in total in a non-equilibrium geometry.

Properties
Lowest unoccupied orbital energy: -1.71 eV
SMILES string: CCN1C(=O)c2ccc(OC#N)c(C(=O)NC(=O)F)c2C1=O.COC[C@@H](C)N

Element x y z (Å)
C 4.392 -1.799 2.814
C 5.324 -1.145 1.676
N 4.606 -0.782 0.412
C 4.712 0.648 -0.024
O 5.604 1.177 -0.722
C 3.375 1.272 0.596
C 2.958 2.725 0.955
C 1.505 2.896 1.568
C 0.537 1.706 1.841
O -0.788 1.799 2.384
C -0.975 3.017 3.096
N -1.066 3.827 4.000
C 1.013 0.244 1.456
C 0.101 -1.039 1.699
O -0.101 -1.367 2.916
N -0.487 -1.901 0.640
C -1.844 -2.304 1.044
O -2.303 -3.441 0.742
F -2.758 -1.459 1.766
C 2.414 0.057 0.821
C 3.194 -1.232 0.282
O 2.715 -2.300 -0.167
H 3.731 -0.982 3.276
H 3.824 -2.737 2.490
H 5.109 -2.139 3.662
H 6.194 -1.885 1.475
H 5.777 -0.184 2.116
H 3.678 3.593 0.783
H 1.184 3.970 1.828
H 0.117 -2.756 0.634
C -5.108 0.743 -3.110
C -4.399 0.215 -1.866
C -2.884 0.518 -1.847
O -2.108 -0.322 -2.696
C -2.084 0.078 -4.056
N -4.662 -1.224 -1.741
H -4.912 0.136 -3.995
H -6.191 0.739 -2.956
H -4.808 1.772 -3.326
H -4.844 0.722 -1.003
H -2.517 0.329 -0.832
H -2.682 1.576 -2.056
H -2.108 1.166 -4.166
H -2.914 -0.379 -4.597
H -1.158 -0.293 -4.501
H -4.265 -1.553 -0.861
H -4.100 -1.698 -2.450

Entry 2:
The following is a DFT calculation (ωB97M-V/def2-TZVPD) of a structure of composition C17H19FeNO4S in a non-equilibrium geometry.

Properties
2S+1: 5
Lowest unoccupied orbital energy (spin up / spin down): -0.75 / -3.20 eV
<S²>: 6.08

Element x y z (Å)
C 0.852 -0.363 2.978
C 0.726 1.138 3.086
C -0.479 1.801 3.486
Fe -0.137 2.387 1.594
C -1.941 1.860 1.386
O -3.016 1.423 1.292
C 0.305 0.946 0.319
O 0.951 0.227 -0.325
C -0.466 4.335 2.012
C -0.765 4.010 0.642
C 0.439 3.491 0.042
C 1.468 3.495 1.054
C 0.904 4.009 2.260
H 1.134 -0.868 3.917
H -0.091 -0.825 2.646
H 1.640 -0.614 2.260
H 1.684 1.634 3.300
H -1.408 1.203 3.644
H -0.371 2.657 4.186
H -1.138 4.823 2.704
H -1.678 4.235 0.116
H 0.584 3.274 -1.002
H 2.504 3.239 0.893
H 1.457 4.223 3.165
C 2.439 -4.402 -3.100
C 1.169 -3.634 -2.849
C 1.205 -2.235 -2.819
C 0.041 -1.504 -2.639
C -1.136 -2.170 -2.313
S -2.558 -1.163 -1.821
N -2.226 -0.971 -0.295
O -2.461 0.078 -2.583
O -3.644 -2.061 -2.186
C -1.212 -3.567 -2.386
C -0.052 -4.291 -2.649
H 2.253 -5.484 -3.089
H 2.870 -4.136 -4.079
H 3.201 -4.175 -2.338
H 2.156 -1.717 -2.949
H 0.036 -0.425 -2.748
H -3.012 -0.416 0.118
H -2.154 -4.086 -2.238
H -0.073 -5.383 -2.693

Entry 3:
The following is a DFT calculation (ωB97M-V/def2-TZVPD) of a cluster of 2 separate species, C17H19N in total in a non-equilibrium geometry.

Properties
Lowest unoccupied orbital energy: 0.85 eV
SMILES string: Cc1c[nH]c2ccccc12.CCc1ccccc1

Element x y z (Å)
C -0.824 -3.356 -1.172
C -0.981 -3.524 0.338
C -1.329 -2.039 -1.693
C -2.632 -1.633 -1.402
C -0.459 -1.061 -2.208
C -3.194 -0.442 -1.942
C -0.955 0.151 -2.593
C -2.289 0.506 -2.356
H 0.275 -3.354 -1.331
H -1.105 -4.268 -1.704
H -1.832 -2.922 0.706
H -3.258 -2.371 -0.927
H 0.501 -1.322 -2.656
H -4.242 -0.259 -1.779
H -0.387 0.789 -3.260
H -2.681 1.481 -2.658
H -0.153 -3.206 0.981
H -1.309 -4.538 0.603
C 2.759 2.901 -0.702
C 0.299 2.394 -0.363
C 1.616 2.348 0.046
C 0.292 1.257 1.580
C 1.629 1.719 1.310
C 0.085 0.665 2.836
C 2.682 1.355 2.193
C 1.105 0.328 3.687
C 2.435 0.631 3.348
N -0.494 1.806 0.625
H -0.231 3.017 -1.066
H -1.494 1.716 0.568
H 2.467 3.478 -1.578
H 3.492 2.096 -0.887
H -0.892 0.242 3.020
H 3.663 1.772 2.019
H 0.711 -0.163 4.572
H 3.286 0.309 3.923
H 3.443 3.500 -0.077